DFT (ωB97M-V/def2-TZVPD) results for a single C7H11N2O4P molecule in a non-equilibrium geometry.

Summary:
- E_HOMO (eV) = -8.77
- E_tot (eV) = -27894.163
- relative energy (zero: lowest compared OMol25 entry of this formula, charge and spin) (kJ/mol) = 284.4

Geometry as XYZ:
```
25
C7H11N2O4P (ωB97M-V/def2-TZVPD)
N -2.00 2.69 1.92
C -1.47 1.61 1.00
C -1.29 0.31 1.90
C -0.62 -0.96 1.17
C -0.49 -0.83 -0.41
C 0.70 -0.98 -1.16
P 2.40 -1.52 -0.53
N 3.49 -0.16 -0.27
O 3.16 -2.42 -1.80
C 0.48 -0.65 -2.71
O 1.28 -0.27 -3.58
O -0.93 -0.94 -2.83
C -1.55 -0.60 -1.57
O -2.74 -0.25 -1.58
H -1.59 2.60 2.86
H -1.85 3.62 1.52
H -0.50 2.01 0.55
H -2.30 1.44 0.24
H -0.59 0.61 2.77
H -2.26 -0.05 2.41
H -1.12 -1.95 1.50
H 0.46 -1.03 1.58
H 3.04 0.51 0.37
H 3.79 0.28 -1.16
H 2.52 -3.08 -2.17
```

DFT (ωB97M-V/def2-TZVPD) results for a gas-phase ion, C7H11N2S (charge +1) in a non-equilibrium geometry.

Summary:
- E_HOMO (eV) = -13.67
- E_tot (eV) = -21242.780
- relative energy (zero: lowest compared OMol25 entry of this formula, charge and spin) (kJ/mol) = 320.7
- total charge = +1

Geometry as XYZ:
```
21
C7H11N2S (ωB97M-V/def2-TZVPD)
C -3.24 1.28 0.09
C -4.01 0.22 -0.09
C 0.50 -0.15 1.47
C -0.43 -0.81 0.54
C 0.95 -0.33 0.08
C 1.86 -1.35 -0.27
C 0.76 0.99 -0.75
N -1.95 1.06 0.40
N -1.71 -0.19 0.28
S -3.08 -1.19 -0.19
H -3.64 2.39 0.25
H -5.00 0.34 -0.58
H 0.27 0.80 1.79
H 0.89 -0.84 2.19
H -0.56 -1.94 0.53
H 1.50 -2.11 -0.91
H 2.29 -1.97 0.62
H 2.61 -0.73 -0.79
H 1.62 1.56 -0.96
H 0.01 1.54 -0.14
H 0.31 0.76 -1.72
```

DFT (ωB97M-V/def2-TZVPD) results for a gas-phase ion, C7H11N2S (charge +1) in a non-equilibrium geometry.

Summary:
- E_HOMO (eV) = -13.05
- E_tot (eV) = -21244.915
- relative energy (zero: lowest compared OMol25 entry of this formula, charge and spin) (kJ/mol) = 114.7
- total charge = +1

Geometry as XYZ:
```
21
C7H11N2S (ωB97M-V/def2-TZVPD)
N 0.68 -1.72 -0.19
C 0.99 -0.27 -0.05
C 2.33 0.11 0.12
C 2.63 1.48 0.15
C 1.61 2.47 0.12
C 0.28 2.03 -0.09
C -0.02 0.65 -0.21
C -1.67 0.06 -0.32
N -1.63 -1.06 0.62
S -2.91 1.35 0.15
H 1.49 -2.09 0.38
H 0.79 -1.86 -1.24
H 3.15 -0.45 0.49
H 3.68 1.78 0.46
H 1.95 3.51 0.15
H -0.45 2.74 -0.36
H -1.90 -0.08 -1.46
H -0.59 -1.60 0.37
H -1.66 -0.83 1.60
H -2.40 -1.73 0.48
H -3.00 2.00 -1.07
```

DFT (ωB97M-V/def2-TZVPD) results for a single C7H11N3 molecule in a non-equilibrium geometry.

Summary:
- E_HOMO (eV) = -7.98
- E_tot (eV) = -11904.254
- relative energy (zero: lowest compared OMol25 entry of this formula, charge and spin) (kJ/mol) = 234.9

Geometry as XYZ:
```
21
C7H11N3 (ωB97M-V/def2-TZVPD)
H 0.98 -2.67 -0.57
N 0.77 -2.36 0.43
C 0.64 -1.11 0.47
C 0.25 -0.29 1.61
C -0.42 -0.93 2.58
C 0.64 1.05 1.20
C 0.60 2.07 2.05
N 0.74 1.11 -0.18
N 0.90 -0.24 -0.64
C 0.03 -0.56 -1.80
C -1.37 -0.02 -1.42
H -0.27 -2.04 2.51
H -0.81 -0.35 3.43
H 0.89 3.14 1.74
H 0.53 2.06 3.10
H 1.38 1.89 -0.55
H 0.10 -1.63 -1.96
H 0.53 -0.14 -2.78
H -1.18 1.04 -1.45
H -2.08 -0.28 -2.25
H -1.57 -0.53 -0.48
```

DFT (ωB97M-V/def2-TZVPD) results for a single C7H11N3 molecule in a non-equilibrium geometry.

Summary:
- E_HOMO (spin up / spin down) (eV) = -4.79 / -8.53
- <S²> = 2.011
- E_tot (eV) = -11900.654
- relative energy (zero: lowest compared OMol25 entry of this formula, charge and spin) (kJ/mol) = 115.2
- spin multiplicity = 3

Geometry as XYZ:
```
21
C7H11N3 (ωB97M-V/def2-TZVPD)
C -2.19 -0.50 -0.73
C 1.39 1.37 0.03
C -2.50 0.31 0.43
C -1.42 0.16 1.54
C 1.34 0.17 -0.89
C 0.17 -0.73 -0.14
C 2.68 -0.67 -0.90
N -1.03 -0.92 -0.97
N 0.59 1.30 1.00
N -0.06 0.13 1.00
H -3.07 -0.59 -1.37
H 2.20 2.10 -0.13
H -2.67 1.42 0.30
H -3.52 0.13 1.02
H -1.33 1.04 2.26
H -1.35 -0.85 1.98
H 1.15 0.33 -1.99
H 0.47 -1.70 0.28
H 2.67 -1.35 -1.66
H 2.79 -1.09 0.09
H 3.69 -0.06 -1.15
```

DFT (ωB97M-V/def2-TZVPD) results for a molecular structure, C7H11N3O in a non-equilibrium geometry.

Summary:
- E_HOMO (eV) = -8.32
- E_tot (eV) = -13949.930
- relative energy (zero: lowest compared OMol25 entry of this formula, charge and spin) (kJ/mol) = 544.2

Geometry as XYZ:
```
22
C7H11N3O (ωB97M-V/def2-TZVPD)
C -0.81 -1.58 0.36
C -0.08 -1.00 1.26
C 3.42 -0.02 -0.10
C -1.09 -0.74 -0.88
C 2.63 0.99 0.70
C 2.16 -0.42 -0.83
C -1.93 1.36 -0.01
N 0.25 0.70 0.40
N -0.78 0.64 -0.53
N 1.48 0.71 -0.16
O 4.57 -0.33 -0.16
H -1.22 -2.58 0.38
H 0.35 -1.20 2.22
H -0.46 -1.06 -1.71
H -2.13 -0.82 -1.20
H 2.49 0.71 1.75
H 2.96 2.03 0.64
H 2.17 -0.36 -1.92
H 1.79 -1.40 -0.51
H -1.60 2.35 0.31
H -2.66 1.47 -0.81
H -2.40 0.85 0.84
```

DFT (ωB97M-V/def2-TZVPD) results for 2 unconnected molecules or ions with the total composition C7H11N3O in a non-equilibrium geometry.

Summary:
- E_HOMO (eV) = -7.93
- E_tot (eV) = -13953.260
- relative energy (zero: lowest compared OMol25 entry of this formula, charge and spin) (kJ/mol) = 223.0

Geometry as XYZ:
```
22
C7H11N3O (ωB97M-V/def2-TZVPD)
N 2.41 -1.48 0.21
C 1.83 -0.22 0.20
C 1.62 0.75 1.19
N 1.14 1.84 0.63
C 1.05 1.55 -0.72
N 1.49 0.35 -1.03
H 2.44 -1.74 1.18
H 3.24 -1.51 -0.27
H 1.58 0.67 2.28
H 0.35 2.35 1.12
H 0.54 2.17 -1.47
O -1.72 1.72 0.56
C -1.75 0.63 0.06
C -1.81 0.06 -1.22
C -1.34 -1.29 -0.75
C -1.61 -0.76 0.71
H -1.05 0.59 -1.78
H -2.78 -0.07 -1.63
H -1.93 -2.14 -1.04
H -0.28 -1.57 -0.82
H -2.58 -0.98 1.08
H -0.85 -0.91 1.50
```

DFT (ωB97M-V/def2-TZVPD) results for a molecular structure, C7H11N3O3 in a non-equilibrium geometry.

Summary:
- E_HOMO (eV) = -9.39
- E_tot (eV) = -18042.958
- relative energy (zero: lowest compared OMol25 entry of this formula, charge and spin) (kJ/mol) = 768.1

Geometry as XYZ:
```
24
C7H11N3O3 (ωB97M-V/def2-TZVPD)
C -1.23 1.82 -0.66
C 0.11 1.93 -1.33
C 0.78 1.88 -3.79
C -0.86 -2.61 2.91
C -0.81 -1.13 2.85
C 0.23 -0.45 2.20
C 0.93 -2.52 1.18
H -2.29 1.52 -1.16
H -1.49 2.95 -0.44
H -1.01 1.20 0.24
H -0.93 1.12 -3.05
H 1.34 3.22 -3.73
H 2.12 1.11 -3.90
H -0.37 1.93 -4.84
H 0.04 -4.21 2.09
H -1.35 -0.70 3.74
H 0.58 0.69 2.52
H 1.69 -0.93 0.79
N 0.07 1.24 -2.53
N -0.06 -3.15 1.88
N 1.09 -1.24 1.40
O 1.10 2.50 -0.82
O -1.35 -3.09 3.96
O 1.69 -3.06 0.50
```

DFT (ωB97M-V/def2-TZVPD) results for a molecular structure, C7H11N4O in a non-equilibrium geometry.

Summary:
- E_HOMO (spin up / spin down) (eV) = -7.52 / -13.66
- <S²> = 2.024
- E_tot (eV) = -15432.959
- relative energy (zero: lowest compared OMol25 entry of this formula, charge and spin) (kJ/mol) = 326.7
- spin multiplicity = 3
- total charge = +1

Geometry as XYZ:
```
23
C7H11N4O (ωB97M-V/def2-TZVPD)
C -0.73 -1.31 -0.77
C -2.69 -0.80 -0.45
C -0.62 -0.19 -0.05
C 2.30 -0.46 -0.36
C 1.21 0.16 1.60
C 0.58 0.76 0.29
C -2.50 1.45 0.61
N -1.98 -1.78 -0.97
N -1.96 0.20 0.08
N 1.58 0.62 -0.71
N 3.16 -1.05 -1.12
O 2.22 -0.73 0.92
H 0.18 -1.83 -1.08
H -3.80 -0.68 -0.33
H 1.82 0.77 2.25
H 0.47 -0.53 2.12
H 0.07 1.83 0.36
H -3.23 1.07 1.28
H -1.69 1.87 1.08
H -2.76 2.10 -0.27
H 1.38 0.87 -1.66
H 3.14 -0.79 -2.14
H 3.83 -1.54 -0.67
```

DFT (ωB97M-V/def2-TZVPD) results for a single C7H11NO molecule in a non-equilibrium geometry.

Summary:
- E_HOMO (spin up / spin down) (eV) = -7.78 / -7.27
- E_tot (eV) = -10969.589
- relative energy (zero: lowest compared OMol25 entry of this formula, charge and spin) (kJ/mol) = 548.7

Geometry as XYZ:
```
20
C7H11NO (ωB97M-V/def2-TZVPD)
C -1.11 0.55 -2.14
C -1.70 0.47 1.03
C 0.51 0.01 -0.42
C -2.02 -0.65 0.14
C -0.59 -0.42 0.57
C 0.06 -1.53 1.50
C 1.00 1.60 -2.20
N 0.05 0.71 -1.65
O -1.79 0.97 -3.03
H -1.88 1.56 0.80
H -1.97 0.31 2.12
H 1.23 0.67 0.03
H 1.18 -0.84 -0.68
H -2.71 -1.42 -0.16
H -0.81 -2.19 1.85
H 0.72 -1.22 2.27
H 0.52 -2.40 0.83
H 1.02 2.52 -1.49
H 1.98 1.09 -2.21
H 0.52 1.80 -3.20
```

DFT (ωB97M-V/def2-TZVPD) results for a molecular structure, C7H11NO in a non-equilibrium geometry.

Summary:
- E_HOMO (eV) = -8.91
- E_tot (eV) = -10966.940
- relative energy (zero: lowest compared OMol25 entry of this formula, charge and spin) (kJ/mol) = 804.3

Geometry as XYZ:
```
20
C7H11NO (ωB97M-V/def2-TZVPD)
C -2.42 -0.34 0.86
C -0.27 0.71 -0.32
C -1.59 -0.21 -0.42
C 0.82 0.76 0.96
C 1.61 -0.30 0.21
C 2.93 -0.58 0.18
C 0.51 -0.42 -0.93
H -3.83 -0.56 0.90
H -2.18 0.81 1.57
H -1.89 -1.57 1.31
H 0.47 2.36 -1.20
H -2.27 0.13 -1.31
H 1.45 1.69 0.79
H 0.43 0.50 1.99
H 3.89 -0.12 0.76
H 3.64 -1.01 -0.72
H 0.81 -0.33 -1.92
H -1.03 -2.18 -1.22
N -0.69 -1.38 -0.72
O -0.38 2.02 -0.77
```